(1)
2 unconnected molecules or ions with the total composition C5H8N, computed with ωB97M-V/def2-TZVPD.

charge: +1
energy relative to the best compared isomer or geometry (same formula, charge and spin): 132.14 kcal per mole
max |F|: 6.2 eV/Å
DFT total energy: -249.614563 a.u.
highest occupied orbital energy: -15.08 eV

Geometry (Å):
N 2.039 -0.716 -0.026
C 0.663 1.157 0.091
C -0.211 -0.065 0.154
C 0.605 -1.149 -0.012
C 2.011 0.586 0.013
C -2.322 -0.202 -0.066
H -2.919 0.694 -0.020
H -2.416 -0.914 0.840
H 0.239 -1.790 -0.901
H 0.627 -1.890 0.682
H 0.349 1.882 -0.716
H -2.280 -0.598 -0.986
H 0.706 1.830 0.985
H 2.908 1.174 -0.039

Atom charges from the Mulliken analysis, given in e for atoms 1 to 2: N -0.44; C -0.42



(2)
16 unconnected molecules or ions with the total composition C3H37O16, computed with ωB97M-V/def2-TZVPD.

charge: -1
energy relative to the best compared isomer or geometry (same formula, charge and spin): 54.46 kcal per mole
max |F|: 2.5 eV/Å
DFT total energy: -1340.388501 a.u.
highest occupied orbital energy: -5.25 eV

Geometry (Å):
O -21.696 15.110 7.214
O -17.617 14.853 5.673
O -18.005 20.687 5.232
O -22.151 12.636 2.749
O -17.416 18.690 3.397
O -20.519 16.377 5.263
O -20.170 18.072 8.130
O -20.598 13.661 4.819
O -23.488 15.207 0.801
O -23.413 13.092 6.422
O -18.845 15.737 3.368
O -18.348 17.742 5.720
O -19.906 20.558 7.233
O -24.679 13.655 3.360
O -20.406 14.311 1.645
O -21.262 17.016 0.907
C -22.543 16.113 4.126
C -21.073 18.294 4.182
C -21.662 17.090 4.892
H -22.350 14.550 6.739
H -23.595 12.422 5.787
H -21.546 12.855 3.453
H -22.148 11.686 2.642
H -20.904 13.546 1.904
H -19.158 17.241 5.547
H -19.564 16.155 3.853
H -22.048 15.478 3.409
H -17.893 18.408 2.627
H -23.359 16.545 3.652
H -20.979 15.032 1.897
H -22.179 17.306 5.851
H -18.564 18.675 5.544
H -19.237 15.089 2.828
H -23.045 15.343 4.805
H -23.887 15.340 -0.045
H -17.509 21.461 5.077
H -16.976 14.194 5.546
H -20.541 17.495 1.263
H -21.153 13.225 5.467
H -22.994 15.965 1.024
H -20.943 16.579 0.128
H -19.673 17.568 7.474
H -24.876 14.590 3.399
H -20.222 18.913 7.714
H -23.969 12.826 7.116
H -20.380 18.811 4.858
H -21.387 15.716 6.525
H -17.560 18.130 4.182
H -18.062 15.058 4.864
H -19.492 21.129 7.880
H -20.611 14.650 4.946
H -20.570 17.996 3.286
H -19.339 20.661 6.460
H -17.871 20.148 4.457
H -23.771 13.563 3.010
H -21.814 18.990 3.820

Atom charges from the Mulliken analysis, given in e for atoms 1 to 2: O -0.79; O -0.59



(3)
A molecular structure, C28H27N8OPdSSe2, computed with ωB97M-V/def2-TZVPD.

<S²>: 6.050
charge: +3
energy relative to the best compared isomer or geometry (same formula, charge and spin): 0.00 kcal per mole
max |F|: 0.2 eV/Å
spin multiplicity: 5
DFT total energy: -6924.472357 a.u.
highest occupied orbital energy (alpha / beta): -16.09 / -16.08 eV

Geometry (Å):
Pd -0.349 0.175 -0.146
Se -0.444 2.592 -1.041
Se -1.903 -0.772 -2.339
S -3.192 -5.194 4.399
O 5.580 -0.677 3.938
N -2.095 -5.315 3.231
N -3.503 -3.619 4.324
N -3.769 -0.379 -4.430
N -0.242 -2.004 0.207
N 1.466 0.497 0.987
N 3.461 0.209 2.386
N -4.207 0.929 -2.736
N -1.768 -0.132 1.440
C -2.490 0.823 2.016
C 0.352 6.162 0.762
C -4.854 0.348 -4.755
C -4.157 1.580 -1.426
C -0.229 -4.667 0.975
C -2.753 -3.129 3.348
C 4.282 -0.703 4.484
C -1.059 -3.749 1.629
C -3.341 -0.023 -3.183
C -1.946 -4.103 2.718
C 3.422 0.382 3.856
C -1.863 -1.406 1.876
C -5.136 1.170 -3.683
C 0.547 5.823 2.099
C 4.812 0.080 1.788
C 5.575 -0.981 2.561
C -2.717 -1.742 2.930
C 0.455 4.492 2.523
C 0.059 5.179 -0.158
C 0.583 -4.226 -0.045
C 2.406 0.345 1.654
C -0.037 3.834 0.263
C -3.361 0.560 3.067
C -3.133 -1.376 -5.305
C -1.035 -2.416 1.218
C -3.476 -0.733 3.530
C 0.169 3.497 1.618
C 0.548 -2.880 -0.401
H 0.432 7.193 0.445
H 2.389 0.318 4.196
H -5.101 2.091 -1.264
H -2.362 1.827 1.629
H 0.776 6.597 2.819
H -2.175 -0.997 -5.654
H 1.242 -4.903 -0.571
H -3.790 -1.547 -6.152
H -5.933 1.884 -3.553
H -4.138 -0.986 4.349
H 5.127 -1.969 2.391
H -0.091 5.429 -1.200
H 4.377 -0.525 5.554
H 0.615 4.250 3.565
H 6.611 -1.003 2.231
H 5.316 1.045 1.873
H -2.995 -2.303 -4.757
H 3.825 1.368 4.097
H -0.238 -5.704 1.286
H 1.179 -2.500 -1.196
H 3.820 -1.686 4.328
H 0.121 2.464 1.929
H 4.712 -0.183 0.736
H -3.341 2.300 -1.408
H -5.363 0.247 -5.700
H -3.928 1.367 3.509
H -4.011 0.827 -0.656

Atom charges from the Mulliken analysis, given in e for atoms 1 to 2: Pd 0.55; Se 0.14



(4)
A molecular structure, C19H9BCl5F2NO4PtS, computed with ωB97M-V/def2-TZVPD.

<S²>: 6.032
energy relative to the best compared isomer or geometry (same formula, charge and spin): 0.00 kcal per mole
max |F|: 0.3 eV/Å
spin multiplicity: 5
DFT total energy: -4128.315786 a.u.
highest occupied orbital energy (alpha / beta): -6.50 / -8.96 eV

Geometry (Å):
Pt 0.173 -0.740 -0.037
Cl 5.522 0.999 0.730
Cl 2.802 -0.176 1.741
Cl 0.783 0.133 -3.213
Cl 5.863 1.727 -2.285
Cl 3.496 1.298 -4.263
S -0.730 -1.609 1.934
F -0.568 3.502 -1.994
F 0.542 3.067 -0.050
O 0.409 -2.815 -0.794
O -3.114 2.216 -1.552
O -0.767 -4.440 -1.796
O -1.135 1.634 -0.666
N -1.604 -1.000 -1.203
C 1.948 0.011 -0.796
C 0.173 -0.613 4.288
C -2.916 -2.700 -2.340
C 4.377 1.077 -1.720
C 3.315 0.883 -2.605
C 2.118 0.355 -2.124
C -1.747 -2.306 -1.637
C -0.421 -0.312 3.058
C 4.228 0.748 -0.374
C -2.328 1.357 -1.300
C -0.375 2.031 3.618
C 0.499 0.405 5.165
C 0.231 1.726 4.831
C -0.661 -3.165 -1.378
C -3.871 -1.785 -2.644
C -3.663 -0.429 -2.274
C -0.704 1.019 2.736
C -2.532 -0.094 -1.579
C 3.018 0.223 0.061
B -0.388 2.758 -0.930
H -4.361 0.349 -2.540
H 0.971 0.170 6.109
H -1.171 1.243 1.788
H -3.012 -3.736 -2.634
H -0.585 3.060 3.360
H -4.761 -2.070 -3.185
H 0.392 -1.644 4.531
H 0.494 2.519 5.518
H 0.060 -4.879 -1.553

Atom charges from the Mulliken analysis, given in e for atoms 1 to 2: Pt 1.92; Cl -0.19



(5)
A molecular structure, C13H41ClIN10NbO21P, computed with ωB97M-V/def2-TZVPD.

charge: -1
max |F|: 1.2 eV/Å
DFT total energy: -3802.626709 a.u.
highest occupied orbital energy: -4.57 eV

Geometry (Å):
I 1.403 1.542 -5.115
Nb -1.430 -2.432 -3.954
Cl -1.820 1.277 -2.733
P -2.906 -0.382 -3.414
O 9.774 -2.948 9.613
O -6.127 4.971 -4.377
O -3.660 7.735 -2.053
O 2.184 -0.536 2.995
O -11.656 1.643 -2.120
O -1.682 2.767 0.881
O 8.812 -4.789 9.036
O 6.287 -1.646 5.822
O -3.573 0.248 -4.812
O 1.864 -5.878 -5.646
O 3.063 1.348 3.554
O 2.845 -3.956 -5.748
O -2.797 0.965 0.457
O -6.786 2.956 -4.032
O 1.913 -3.475 -1.365
O 6.469 -0.257 7.460
O -3.028 6.547 -3.743
O -10.057 0.294 -2.643
O 2.864 -2.484 7.584
O 3.674 -1.420 9.275
O 0.340 -3.522 0.112
N 6.003 -0.610 6.391
N 2.669 -5.056 -5.264
N 8.851 -3.577 9.137
N 2.152 0.671 3.113
N -3.621 7.477 -3.241
N 1.387 -3.105 -0.333
N -5.946 3.768 -4.376
N -2.682 2.164 0.521
N -10.548 1.400 -2.563
N 3.415 -2.437 8.663
C 2.052 -2.025 0.445
C 0.902 1.354 2.678
C 1.054 -0.388 -4.190
C 7.670 -2.818 8.635
C 3.791 -3.742 9.283
C 5.006 0.293 5.754
C -3.859 2.966 0.093
C 3.511 -5.400 -4.085
C -4.615 3.272 -4.824
C 2.375 -1.077 -3.901
C -4.382 8.382 -4.148
C -9.745 2.562 -3.042
C 0.140 -1.226 -5.076
H 6.809 -3.160 9.201
H -8.792 2.212 -3.408
H -2.559 -2.615 -5.406
H 5.494 1.247 5.589
H -0.490 -2.140 -2.387
H -2.559 -3.593 -3.066
H 2.477 -1.212 -2.841
H -0.340 -0.643 -5.843
H 0.775 -1.926 -5.589
H -4.523 0.057 -4.761
H 4.679 -0.148 4.823
H -4.475 3.618 -5.843
H 2.393 -2.047 -4.350
H 3.202 -0.489 -4.244
H 1.349 -1.204 0.499
H 4.265 -3.546 10.237
H 0.574 -0.229 -3.249
H 4.467 -4.252 8.604
H -5.421 8.347 -3.839
H -4.689 2.689 0.733
H -3.977 9.381 -4.021
H 3.302 -4.661 -3.317
H 4.181 0.398 6.452
H 7.556 -3.043 7.581
H -3.613 4.016 0.188
H -0.505 -3.889 -4.513
H 4.547 -5.347 -4.401
H -9.620 3.234 -2.200
H 7.839 -1.765 8.789
H -4.259 8.027 -5.162
H 3.244 -6.396 -3.755
H -10.317 3.041 -3.830
H 1.020 2.416 2.839
H 0.089 0.946 3.268
H 2.959 -1.739 -0.076
H -4.062 2.696 -0.939
H -3.871 3.709 -4.165
H 0.751 1.128 1.628
H 2.265 -2.415 1.430
H -4.592 2.192 -4.771
H 2.878 -4.313 9.411

Atom charges from the Mulliken analysis, given in e for atoms 1 to 2: I -0.11; Nb -0.99



(6)
A single C4H6O2 molecule, computed with ωB97M-V/def2-TZVPD.

energy relative to the best compared isomer or geometry (same formula, charge and spin): 158.75 kcal per mole
max |F|: 0.5 eV/Å
DFT total energy: -306.253311 a.u.
highest occupied orbital energy (alpha / beta): -8.09 / -8.09 eV

Geometry (Å):
O 1.550 -0.110 1.001
O -1.774 -0.530 -0.553
C -1.488 0.694 0.113
C -0.678 -0.498 0.346
C 2.187 0.175 -0.093
C 0.657 -0.671 -0.359
H -2.217 0.999 0.861
H 0.939 -1.705 -0.531
H -1.103 1.495 -0.521
H -0.812 -1.062 1.267
H 0.573 -0.082 -1.287
H 2.168 1.295 -0.245

Atom charges from the Mulliken analysis, given in e for atoms 1 to 2: O -0.26; O -0.44



(7)
A molecular structure, C31H45CuF6NO4PS2, computed with ωB97M-V/def2-TZVPD.

max |F|: 1.1 eV/Å
DFT total energy: -4941.421262 a.u.
highest occupied orbital energy: -8.14 eV

Geometry (Å):
Cu 0.988 0.377 -0.354
S 3.102 1.834 -0.500
S 1.123 3.450 -1.424
P 1.299 -1.850 0.238
F 1.993 4.986 -3.326
F 2.061 2.874 -3.790
F 5.472 1.062 0.054
F 5.129 3.160 0.476
F 0.159 3.910 -3.757
F 5.377 2.497 -1.566
O 0.393 2.184 -1.449
O 2.982 0.820 -1.538
O 0.498 4.606 -0.872
O 2.669 1.408 0.828
N 2.598 3.275 -0.880
C 4.891 2.179 -0.377
C -0.571 -3.574 1.475
C 1.361 3.829 -3.192
C -2.598 -1.735 1.599
C 1.623 -3.001 -1.215
C -1.545 -0.386 -3.188
C -4.552 3.853 -0.460
C -1.806 2.417 1.014
C -1.410 0.094 0.491
C -1.771 -3.931 2.063
C 0.265 1.935 3.198
C 2.513 -2.159 1.633
C -1.966 0.322 -0.791
C -2.796 -2.996 2.127
C -0.863 0.968 2.834
C -2.447 1.577 -1.116
C -0.344 -2.294 0.946
C -2.391 2.641 -0.225
C 3.898 -1.597 1.245
C -1.386 -1.349 1.008
C 0.862 -2.435 -2.425
C 3.121 -2.933 -1.546
C -1.351 1.159 1.408
C -3.029 3.972 -0.571
C -3.510 -1.314 -1.934
C -2.026 1.103 3.823
C 2.694 -3.608 2.086
C -2.635 4.494 -1.956
C 1.203 -4.463 -1.050
C 1.989 -1.330 2.820
C -2.073 -0.794 -1.814
H -3.070 5.482 -2.123
H 2.989 -4.275 1.275
H -2.878 1.729 -2.101
H -1.449 -1.608 -1.453
H -0.479 -0.051 2.918
H -4.933 3.134 -1.193
H 1.204 -2.955 -3.327
H -4.855 3.513 0.532
H -2.689 4.695 0.175
H -2.813 0.373 3.623
H 3.836 -0.730 0.601
H -1.554 4.574 -2.064
H -1.742 3.245 1.716
H -5.030 4.817 -0.654
H -3.570 -2.099 -2.693
H 1.716 -4.971 -0.234
H 3.480 -1.905 -1.640
H -3.749 -3.252 2.576
H 3.502 -3.623 2.826
H -0.572 0.114 -3.127
H 4.418 -1.288 2.157
H 1.458 -4.991 -1.975
H -2.240 0.292 -3.693
H 0.127 -4.565 -0.900
H 2.704 -1.419 3.644
H 3.730 -3.449 -0.805
H 0.649 1.710 4.197
H -1.673 0.950 4.846
H -0.211 -2.608 -2.342
H -1.438 -1.272 -3.820
H -3.010 3.836 -2.746
H -4.179 -0.501 -2.236
H -3.880 -1.725 -0.995
H 0.214 -4.314 1.423
H 1.097 1.883 2.491
H -0.097 2.967 3.211
H 1.901 -0.270 2.571
H 1.036 -1.366 -2.569
H 3.282 -3.431 -2.507
H -1.902 -4.928 2.466
H -2.470 2.101 3.765
H 1.022 -1.693 3.174
H 1.807 -4.011 2.574
H -3.401 -1.007 1.632
H 4.519 -2.343 0.754

Atom charges from the Mulliken analysis, given in e for atoms 1 to 2: Cu 1.72; S 0.49



(8)
A molecular structure, ClNi, computed with ωB97M-V/def2-TZVPD.

<S²>: 2.011
charge: +1
energy relative to the best compared isomer or geometry (same formula, charge and spin): 7.41 kcal per mole
max |F|: 4.2 eV/Å
spin multiplicity: 3
DFT total energy: -1968.108574 a.u.
highest occupied orbital energy (alpha / beta): -18.38 / -18.27 eV

Geometry (Å):
Ni 1.146 -0.746 0.810
Cl 1.165 -2.325 1.780

Taken from the Mulliken analysis, the atomic charges in e are: Ni 0.91; Cl 0.09



Which of these has the lowest max |F|?
C28H27N8OPdSSe2



Which of these has the lowest max |F|?
C28H27N8OPdSSe2



The highest max |F| belongs to which entry?
C5H8N